ORCA calculation (the ωB97M-V functional and the def2-TZVPD basis) on a molecular structure, C39H49HgN4P2.

Its total charge is 0. The value obtained for the HOMO-LUMO gap (spin up / spin down) is 5.7756 / 8.2924 eV. The value obtained for the total energy is -69948.8346 eV. As for the multiplicity: 2.

Element x y z (Å)
1 H 3.8017 -0.4763 -1.4264
2 H -4.1222 -5.6503 -3.1245
3 H -2.5290 -6.6134 4.2135
4 N -3.5575 0.3853 0.4861
5 C -2.3533 -2.9468 -2.0750
6 C 0.1751 -3.3057 1.0100
7 H 2.6296 -1.0786 -2.6111
8 H 0.0306 2.4379 3.0433
9 H 2.5053 -1.7322 5.1829
10 H -5.5445 -1.7752 -1.9930
11 P -0.6107 -2.4494 -1.7514
12 H 0.3449 -4.5631 -0.7317
13 C -4.2660 -5.0780 1.7467
14 H 0.5800 -0.9461 -7.2487
15 C -3.4328 -3.9846 1.5426
16 H 1.4210 2.1754 0.9456
17 H -2.7486 -0.0071 2.3513
18 C 1.1764 -2.0694 -5.5197
19 H -4.5903 -6.8728 2.8724
20 C -0.5945 1.8624 -1.9077
21 C 1.4365 -1.7085 5.0107
22 C 1.5341 1.2655 -3.1684
23 H -4.0879 1.0992 -0.0038
24 H -5.1634 -5.1898 1.1515
25 C -2.6282 -4.2369 -2.5324
26 H -6.0048 -4.0844 -2.7661
27 H -3.6786 -3.2550 0.7788
28 H 2.0212 1.3548 2.3856
29 H -1.8150 -4.9347 -2.7011
30 H 3.6381 1.7739 -0.6131
31 H -2.5255 4.6653 -2.2137
32 H 1.1703 -0.6752 1.5034
33 C -3.3095 0.7942 1.8664
34 N -1.1444 1.8469 1.3661
35 C -3.4209 -2.0743 -1.8907
36 C -4.7296 -2.4747 -2.1388
37 H -1.5098 -0.1281 -6.2002
38 C -2.7817 -5.8767 3.4615
39 C -1.7010 3.9855 -2.3942
40 C -1.2928 -1.6657 4.5534
41 H -1.3140 -4.3780 -0.1641
42 C -1.9480 -4.7916 3.2481
43 N 1.1888 0.1101 0.8620
44 H 3.8045 2.4071 -2.2615
45 C -0.8440 -0.7801 -5.6474
46 C -0.3634 -3.8574 -0.2960
47 H -4.2303 0.9509 2.4448
48 C 3.0797 2.0398 -1.5143
49 C 3.2153 -0.2098 -2.3094
50 H -2.3640 -1.6479 4.3835
51 H -2.4307 2.4286 2.9467
52 C 0.8521 -2.4317 -4.2160
53 H 1.6194 -2.4528 3.0173
54 H -2.0800 -0.7757 -3.9077
55 C 0.9294 -2.1075 3.7780
56 H -0.8763 2.5899 0.7352
57 C -1.6317 2.7740 -1.7148
58 H 2.0899 -2.4368 -5.9718
59 H -3.2121 -1.0677 -1.5478
60 H -2.9709 2.8438 1.3305
61 C -0.1027 1.6012 2.3371
62 C 0.3924 2.2065 -2.8452
63 C -0.4400 -2.0790 3.5253
64 H -4.1181 -0.4587 0.4696
65 H 3.9242 0.0311 -3.1199
66 C -1.1622 -1.1495 -4.3491
67 C -3.9301 -4.6435 -2.7745
68 H 0.9964 -2.6110 0.7905
69 H 2.1819 1.7366 -3.9289
70 H 0.9718 -0.9853 6.9760
71 H -1.4713 -0.9745 6.5707
72 P -1.1807 -2.4151 1.8835
73 H 1.5244 -3.0718 -3.6517
74 H 2.0128 0.0260 0.2773
75 C 0.3237 3.4171 -3.5297
76 C -3.9415 -6.0219 2.7076
77 C -2.2654 -3.8335 2.2854
78 H -0.7525 5.2475 -3.8528
79 H -1.0453 -4.6816 3.8390
80 C 0.5790 -1.2932 6.0157
81 C 0.3301 -1.2371 -6.2361
82 C -0.7925 -1.2842 5.7860
83 H -2.4299 2.5274 -1.0226
84 H 0.5889 -4.0933 1.6506
85 C -4.9885 -3.7647 -2.5741
86 Hg -0.6013 -0.1047 -1.0466
87 C -0.3103 -1.9719 -3.6099
88 C -2.4724 2.0608 1.9113
89 H 2.3999 2.8582 -1.2755
90 C -0.7153 4.3108 -3.3109
91 H 1.1441 0.3478 -3.6153
92 H 1.0997 3.6639 -4.2467
93 H -0.3714 0.7259 2.9384
94 C 1.2197 1.3534 1.6371
95 N 2.3296 0.8976 -2.0003

Atomic forces in eV per Å
-0.01 0.01 0.00
0.00 0.00 0.00
0.00 0.00 0.00
-0.04 0.04 -0.02
-0.09 -0.01 0.05
0.06 0.00 -0.06
0.00 0.02 0.00
-0.03 -0.01 0.00
0.00 0.00 0.01
0.00 0.00 0.00
0.23 -0.13 0.12
0.01 0.02 -0.01
0.02 0.02 -0.01
0.00 0.00 0.00
-0.03 -0.04 -0.03
-0.01 0.01 -0.03
0.00 -0.05 0.01
-0.02 0.00 0.01
0.00 0.00 0.00
-0.03 0.01 -0.09
0.00 0.00 0.00
0.00 0.06 -0.03
-0.03 -0.01 0.03
0.00 0.01 0.00
0.01 -0.01 0.02
0.00 0.00 0.00
-0.01 0.03 -0.02
0.00 0.00 -0.01
0.01 0.01 0.01
-0.03 -0.01 0.00
0.00 -0.01 0.00
0.03 0.00 -0.02
-0.01 -0.01 0.07
-0.04 0.02 -0.07
0.04 0.04 0.00
0.01 0.00 0.01
0.01 0.00 0.00
-0.04 0.00 -0.03
0.05 0.01 -0.03
0.01 0.05 -0.01
0.04 0.01 0.03
0.01 0.02 0.02
-0.03 -0.04 0.23
-0.01 -0.01 0.00
0.03 0.01 0.00
-0.11 -0.14 -0.08
0.01 0.03 0.00
0.05 0.05 0.01
0.04 -0.02 -0.02
-0.01 0.00 -0.01
0.00 -0.01 0.00
0.04 0.04 0.00
-0.01 0.01 -0.02
0.02 -0.03 0.01
0.01 0.03 -0.02
0.02 0.00 0.00
-0.06 -0.05 0.09
0.00 0.00 -0.01
-0.08 0.00 0.03
-0.02 -0.02 -0.02
0.04 0.04 0.04
0.05 -0.04 -0.01
0.00 -0.01 0.01
0.07 -0.05 -0.04
-0.01 0.00 0.00
-0.03 0.03 -0.02
-0.04 -0.02 -0.01
-0.07 0.02 0.00
-0.02 -0.03 -0.02
0.00 0.00 0.00
0.00 0.00 -0.01
0.02 0.13 0.00
-0.02 -0.02 0.01
-0.05 0.01 -0.10
0.01 0.03 0.06
0.00 -0.03 0.03
0.00 -0.05 0.02
0.00 0.00 0.00
-0.01 -0.01 -0.01
0.00 -0.01 0.01
0.02 0.00 -0.01
0.01 0.00 0.01
0.00 -0.02 0.03
-0.04 -0.01 0.00
0.01 -0.01 0.00
0.08 0.19 -0.13
-0.01 0.01 -0.06
0.02 0.05 -0.01
-0.01 -0.01 0.00
-0.01 0.00 0.02
-0.07 -0.04 0.04
0.00 -0.01 0.00
0.00 -0.04 -0.01
0.08 -0.03 -0.01
-0.01 -0.02 0.05